Here is a 2-piece molecular cluster, C2H3N3OS overall from OMol25. Energies are from ωB97M-V with the def2-TZVPD basis set.

The geometry in ORCA input format:
```
! wB97M-V def2-TZVPD RIJCOSX def2/J DEFGRID3
* xyz 0 1
N -1.34567 1.06207 0.93236
N 0.79738 0.13552 -1.22651
H -0.21202 1.38633 -2.03952
N 0.50890 1.32736 -1.32465
C -0.73913 0.22724 1.54438
S -0.04365 -1.11455 2.17243
H -0.81494 1.71707 0.22439
C 1.13404 -0.94946 -1.02932
H 0.78696 -1.67534 -0.34498
O -0.07186 -2.11624 1.09143
*
```

The energy above the lowest of the compared OMol25 structures with the same formula, charge and spin is 115.4 kcal per mole. The calculation puts the HOMO energy at -0.334 Eh. Its molar mass is 117.13 g/mol.